# 1
A molecular structure, C3H4N4O at a distorted geometry. Source: the Open Molecules 2025 dataset; level of theory: ωB97M-V with the def2-TZVPD basis set.

Cartesian coordinates (Å):
C 1.007 1.795 -0.312
C -1.039 -0.825 0.312
C 0.165 0.616 -0.094
O -1.601 -0.012 1.214
N -0.108 0.030 1.224
N -0.553 -0.101 -0.878
N -1.276 -2.187 0.373
N -0.532 -3.007 -0.142
H 0.276 -2.579 -0.643
H 1.008 2.063 -1.367
H 0.629 2.623 0.290
H 2.024 1.585 0.023

Properties
HOMO, eV: -10.021
Orbital gap, eV: 9.37
DFT total energy, eV: -11177.6520
Relative energy (zero: lowest compared OMol25 entry of this formula, charge and spin), kJ/mol: 609.5
Charge: 0

# 2
A molecular structure, C28H51F2GaNO10S4Si at a distorted geometry. Source: the Open Molecules 2025 dataset; level of theory: ωB97M-V with the def2-TZVPD basis set.

Cartesian coordinates (Å):
C -0.627 -1.412 -0.356
Si -0.048 -1.240 -2.213
C -0.599 -2.861 -3.099
C -1.048 0.300 -2.907
C -0.484 1.740 -2.313
C -1.410 2.352 -1.095
F -2.279 1.297 -0.452
F -2.387 3.299 -1.753
Ga -0.371 3.470 0.303
C 0.928 2.298 1.457
O 0.537 2.249 2.895
N 0.468 0.913 3.194
O 1.546 0.533 3.653
C 1.814 -0.795 -2.412
C 2.687 -0.874 -3.812
C 4.294 -0.412 -3.783
C 5.071 0.136 -2.439
C 4.200 0.227 -1.051
C 2.630 -0.246 -1.079
H -1.809 -1.536 -0.417
H -0.428 -0.373 0.144
H -0.150 -2.325 0.201
H -1.769 -2.971 -2.891
H -0.476 -2.841 -4.263
H -0.102 -3.801 -2.597
H -2.210 0.156 -2.750
H -0.855 0.270 -4.081
H 0.664 1.720 -2.043
H -0.580 2.521 -3.211
H -1.492 4.048 1.336
H 0.489 4.675 -0.305
H 0.787 1.195 1.055
H 2.046 2.651 1.384
H 2.173 -1.263 -4.805
H 4.949 -0.475 -4.778
H 6.204 0.469 -2.406
H 4.627 0.624 -0.010
H 2.025 -0.197 -0.078
C -6.993 0.893 -2.324
C -7.505 -0.145 -3.323
C -6.320 -0.574 -4.186
S -4.862 -0.356 -3.177
O -4.047 0.686 -3.765
O -4.325 -1.656 -2.827
C -5.703 0.319 -1.758
H -7.724 1.092 -1.535
H -6.788 1.836 -2.844
H -7.898 -1.012 -2.779
H -8.318 0.253 -3.938
H -6.400 -1.621 -4.487
H -6.218 0.061 -5.070
H -5.076 1.068 -1.273
H -5.908 -0.505 -1.068
C -1.417 9.176 3.041
C -0.555 8.179 3.813
C -0.895 6.782 3.296
S -1.435 6.993 1.606
O -2.834 6.630 1.520
O -0.435 6.441 0.714
C -1.309 8.770 1.579
H -1.085 10.207 3.198
H -2.459 9.101 3.376
H 0.505 8.393 3.628
H -0.721 8.251 4.893
H -0.025 6.121 3.320
H -1.718 6.335 3.861
H -2.100 9.191 0.957
H -0.328 9.030 1.170
C 0.076 -8.457 -2.857
C 1.514 -8.658 -2.381
C 2.244 -7.326 -2.552
S 0.999 -6.053 -2.412
O 0.882 -5.381 -3.690
O 1.193 -5.330 -1.171
C -0.389 -7.154 -2.224
H -0.567 -9.294 -2.572
H 0.057 -8.371 -3.950
H 1.512 -8.944 -1.323
H 2.016 -9.457 -2.936
H 3.001 -7.181 -1.777
H 2.703 -7.245 -3.541
H -1.270 -6.731 -2.710
H -0.573 -7.280 -1.153
C 3.473 -1.333 5.266
C 3.976 -0.247 6.216
C 4.963 -0.903 7.181
S 5.673 -2.288 6.304
O 5.259 -3.510 6.962
O 7.061 -2.001 6.004
C 4.712 -2.093 4.817
H 2.931 -0.909 4.416
H 2.793 -2.006 5.802
H 4.487 0.534 5.640
H 3.153 0.231 6.757
H 5.758 -0.212 7.474
H 4.457 -1.288 8.071
H 4.483 -3.071 4.388
H 5.303 -1.502 4.111

Properties
HOMO, eV: -5.000
Orbital gap, eV: 6.93
DFT total energy, eV: -160843.7170
Charge: -1

# 3
A single C3H6INO2 molecule at a distorted geometry. Source: the Open Molecules 2025 dataset; level of theory: ωB97M-V with the def2-TZVPD basis set.

Cartesian coordinates (Å):
C 0.494 0.646 -1.237
C 0.389 0.395 1.265
C -0.350 0.222 -0.063
N -0.569 -1.510 -0.104
O -0.932 -2.000 0.923
O -0.289 -2.018 -1.119
I -2.538 0.860 -0.127
H 0.389 -0.232 -1.982
H 1.465 0.711 -0.710
H 0.140 1.681 -1.663
H -0.186 -0.088 2.097
H 0.623 1.464 1.621
H 1.364 -0.132 1.098

Properties
HOMO, eV: -9.860
Orbital gap, eV: 9.51
DFT total energy, eV: -16890.1577
Relative energy (zero: lowest compared OMol25 entry of this formula, charge and spin), kJ/mol: 395.2
Charge: 0

# 4
A molecular structure, C23H41AlN2OP3 at a distorted geometry. Source: the Open Molecules 2025 dataset; level of theory: ωB97M-V with the def2-TZVPD basis set.

Cartesian coordinates (Å):
Al 0.347 -0.312 0.677
P -1.138 1.600 -1.942
P -2.103 -0.902 0.930
P 2.197 -0.145 -1.041
H 0.945 -8.432 1.787
C 1.968 -8.050 1.907
C 2.413 -7.529 3.058
H 1.771 -7.423 3.938
C -1.516 0.601 -3.386
C -2.647 2.340 -1.328
C -0.074 2.965 -2.392
C -2.119 -2.175 2.252
C -3.431 0.218 1.534
C -2.919 -1.752 -0.475
C 3.571 -1.146 -0.356
C 3.129 1.355 -1.569
C 1.885 -0.948 -2.658
H 2.656 -8.194 1.059
H 3.465 -7.241 3.160
H -1.978 1.238 -4.155
H -2.220 -0.202 -3.123
H -0.591 0.166 -3.790
H -3.087 2.966 -2.120
H -2.485 2.963 -0.439
H -3.349 1.532 -1.096
H -0.215 3.094 -3.468
H 0.984 2.786 -2.168
H -0.397 3.879 -1.872
H -3.132 -2.294 2.664
H -1.436 -1.866 3.054
H -1.768 -3.135 1.851
H -4.428 -0.198 1.326
H -3.359 1.207 1.062
H -3.335 0.360 2.620
H -3.893 -2.171 -0.187
H -2.275 -2.570 -0.818
H -3.072 -1.062 -1.316
H 4.499 -0.880 -0.881
H 3.366 -2.218 -0.476
H 3.688 -0.935 0.715
H 4.201 1.123 -1.645
H 3.013 2.166 -0.843
H 2.783 1.725 -2.542
H 2.804 -1.399 -3.058
H 1.502 -0.226 -3.391
H 1.141 -1.740 -2.525
C 1.195 -2.795 1.457
C 0.664 -3.336 0.258
C 1.062 -4.602 -0.146
C 1.999 -5.296 0.632
C 2.487 -4.766 1.837
C 2.019 -3.554 2.297
O 1.038 -1.500 1.806
H -0.518 0.772 -0.891
H -0.043 -2.767 -0.361
H 0.635 -5.051 -1.050
H 2.272 -6.304 0.319
H 3.175 -5.352 2.450
H 2.338 -3.108 3.245
N -1.056 6.616 0.528
C -0.697 5.559 0.881
C -0.269 4.234 1.249
C 1.011 3.775 0.920
C 1.313 2.441 1.111
N 0.350 1.536 1.453
C -0.757 2.038 2.076
C -1.129 3.360 1.928
H 1.760 4.460 0.527
H 2.333 2.070 0.954
H -1.335 1.366 2.718
H -2.090 3.704 2.301

Properties
HOMO, eV: -14.953
Orbital gap, eV: 4.41
DFT total energy, eV: -63981.8932
Relative energy (zero: lowest compared OMol25 entry of this formula, charge and spin), kJ/mol: 114.9
Charge: +3

# 5
A molecular structure, C26H26ClF6IrN5O7S2 at a distorted geometry. Source: the Open Molecules 2025 dataset; level of theory: ωB97M-V with the def2-TZVPD basis set.

Cartesian coordinates (Å):
Ir -0.584 -0.381 0.216
F 0.008 4.238 1.835
C -0.256 4.181 0.539
F 0.551 4.962 -0.140
F -1.514 4.468 0.297
S 0.020 2.465 -0.046
O -0.853 1.622 0.856
O -0.279 2.386 -1.448
N 1.515 2.227 0.370
S 2.274 1.011 -0.275
O 3.480 0.748 0.435
O 1.352 -0.174 -0.471
C 2.766 1.473 -2.033
F 3.991 1.035 -2.214
F 2.713 2.784 -2.131
F 1.926 0.906 -2.871
C 4.059 -2.442 6.941
C 3.278 -1.122 6.953
C 1.924 -1.337 7.668
C 4.082 -0.086 7.758
C 3.068 -0.618 5.488
O 2.375 0.636 5.479
C 4.423 -0.426 4.763
C 4.353 0.577 3.590
C 4.073 1.994 3.961
C 4.867 2.667 4.938
C 4.668 3.986 5.213
C 3.655 4.691 4.511
Cl 3.399 6.309 4.847
C 2.865 4.053 3.525
C 3.079 2.736 3.259
C 2.174 -1.617 4.729
N 1.217 -1.006 3.798
C 1.195 -1.086 2.482
N 0.053 -0.535 2.062
C -0.611 -0.151 3.205
N 0.064 -0.438 4.276
H 4.163 -2.806 7.964
H 5.066 -2.323 6.533
H 3.545 -3.225 6.376
H 2.064 -1.278 8.747
H 1.502 -2.324 7.467
H 1.173 -0.592 7.391
H 4.151 -0.426 8.791
H 3.615 0.905 7.799
H 5.104 0.034 7.396
H 2.374 1.002 6.368
H 4.777 -1.384 4.384
H 5.179 -0.096 5.471
H 3.644 0.260 2.837
H 5.331 0.581 3.091
H 5.653 2.126 5.450
H 5.271 4.514 5.940
H 2.108 4.628 3.002
H 2.489 2.230 2.501
H 1.564 -2.178 5.428
H 2.773 -2.325 4.164
H 1.962 -1.523 1.860
H -1.580 0.324 3.203
O -0.021 -3.343 -2.297
C -1.024 -2.937 -1.811
N -1.123 -1.873 -0.809
C -2.399 -1.723 -0.451
O -2.507 -0.800 0.401
C -3.296 -2.599 -1.175
C -4.672 -2.752 -1.173
C -5.190 -3.720 -2.023
C -4.356 -4.487 -2.839
C -2.971 -4.316 -2.845
C -2.459 -3.359 -2.002
H -5.313 -2.155 -0.539
H -6.258 -3.884 -2.056
H -4.798 -5.232 -3.487
H -2.326 -4.904 -3.485

Properties
HOMO (spin up / spin down), eV: -14.488 / -14.488
Orbital gap (spin up / spin down), eV: 8.04 / 5.37
DFT total energy, eV: -102486.0335
Multiplicity: 2
Relative energy (zero: lowest compared OMol25 entry of this formula, charge and spin), kJ/mol: 0.0
⟨S²⟩: 0.766
Charge: +2

# 6
4 unconnected molecules or ions with the total composition H8O4. Source: the Open Molecules 2025 dataset; level of theory: ωB97M-V with the def2-TZVPD basis set.

Cartesian coordinates (Å):
O 4.733 -17.744 2.301
H 4.852 -16.971 2.865
H 5.564 -17.841 1.825
O 2.763 -17.247 0.115
H 3.317 -17.327 0.904
H 2.719 -18.135 -0.248
O 3.089 -18.530 4.558
H 3.439 -18.581 3.661
H 3.275 -19.385 4.954
O 0.811 -16.955 5.476
H 0.164 -17.664 5.429
H 1.662 -17.392 5.331

Properties
HOMO, eV: -10.731
Orbital gap, eV: 10.97
DFT total energy, eV: -8319.9771
Relative energy (zero: lowest compared OMol25 entry of this formula, charge and spin), kJ/mol: 67.4
Charge: 0

# 7
A molecular structure, C12H10BrN3Pt at a distorted geometry. Source: the Open Molecules 2025 dataset; level of theory: ωB97M-V with the def2-TZVPD basis set.

Cartesian coordinates (Å):
C 2.310 0.598 -0.873
C 2.173 1.117 0.422
C 1.907 0.032 1.293
H 2.210 2.153 0.703
C 1.904 -1.151 0.533
C 2.116 -0.808 -0.810
H 2.138 -1.494 -1.638
H 2.513 1.166 -1.762
H 1.693 0.104 2.343
H 1.705 -2.137 0.906
Pt 0.152 0.231 -0.182
Br -0.630 1.773 1.705
C -1.944 0.354 -1.130
C -1.143 -0.512 -1.914
C -0.102 0.250 -2.461
H -1.286 -1.571 -2.023
C -0.245 1.588 -2.006
C -1.403 1.649 -1.216
H -1.772 2.519 -0.709
H -2.786 0.064 -0.531
H 0.677 -0.117 -3.105
H 0.406 2.414 -2.231
N -0.803 -0.906 1.245
C -1.249 -1.561 2.093
N -1.771 -2.309 3.141
C -2.908 -1.891 3.822
N -3.861 -1.555 4.387

Properties
HOMO (spin up / spin down), eV: 0.677 / 1.052
Orbital gap (spin up / spin down), eV: 4.11 / 3.73
DFT total energy, eV: -90358.8055
Multiplicity: 3
Relative energy (zero: lowest compared OMol25 entry of this formula, charge and spin), kJ/mol: 141.2
⟨S²⟩: 2.013
Charge: -2

# 8
A single C5H6O2 molecule. Source: the Open Molecules 2025 dataset; level of theory: ωB97M-V with the def2-TZVPD basis set.

Cartesian coordinates (Å):
C -1.679 -0.963 0.321
C -0.332 -0.394 0.528
O 1.775 -1.057 -0.883
C 2.198 0.032 -0.583
O 1.511 1.015 0.022
C 0.091 0.821 0.068
C -0.836 1.813 -0.245
H -2.292 -0.308 -0.295
H -2.171 -1.161 1.278
H -1.540 -1.933 -0.171
H 0.378 -1.012 1.071
H 3.222 0.361 -0.778
H -0.324 2.788 -0.333

Properties
HOMO (spin up / spin down), eV: -8.693 / -8.692
Orbital gap (spin up / spin down), eV: 7.76 / 7.76
DFT total energy, eV: -9372.9462
Relative energy (zero: lowest compared OMol25 entry of this formula, charge and spin), kJ/mol: 400.4
Charge: 0

# 9
A single C4H7N3 molecule at a distorted geometry. Source: the Open Molecules 2025 dataset; level of theory: ωB97M-V with the def2-TZVPD basis set.

Cartesian coordinates (Å):
C 0.076 1.769 0.584
C -0.010 0.412 1.257
N 0.761 -0.620 0.276
C -0.078 -1.066 -0.689
N -1.295 -0.693 -0.604
C 0.394 -1.964 -1.756
N 0.634 -2.680 -2.635
H -0.397 1.604 -0.387
H 1.125 2.026 0.457
H -0.462 2.610 1.047
H -1.096 0.236 1.455
H 0.489 0.234 2.197
H 1.767 -0.720 0.049
H -1.908 -1.148 -1.250

Properties
HOMO, eV: -9.590
Orbital gap, eV: 10.45
DFT total energy, eV: -8730.2562
Relative energy (zero: lowest compared OMol25 entry of this formula, charge and spin), kJ/mol: 137.3
Charge: 0

# 10
A single C5H4ClI2N molecule at a distorted geometry. Source: the Open Molecules 2025 dataset; level of theory: ωB97M-V with the def2-TZVPD basis set.

Cartesian coordinates (Å):
C 1.217 -0.384 0.256
C 0.084 -1.295 0.175
C -1.659 0.071 0.881
C -1.801 1.252 0.375
C 2.095 -0.114 -0.696
N -1.110 -1.093 0.418
Cl -1.010 1.564 -1.166
I 3.158 1.604 -0.919
I 2.107 -1.343 -2.429
H 1.326 0.199 1.095
H 0.324 -2.193 -0.400
H -2.214 -0.226 1.767
H -2.517 1.959 0.643

Properties
HOMO, eV: -9.004
Orbital gap, eV: 8.91
DFT total energy, eV: -35460.9559
Relative energy (zero: lowest compared OMol25 entry of this formula, charge and spin), kJ/mol: 61.4
Charge: 0

# 11
A molecular structure, C46H41F12N4O5PPbS. Source: the Open Molecules 2025 dataset; level of theory: ωB97M-V with the def2-TZVPD basis set.

Cartesian coordinates (Å):
Pb 0.257 -0.298 -1.745
C -5.868 2.203 -0.251
C -4.796 1.174 -0.525
C -4.333 0.315 0.464
C -3.328 -0.584 0.188
C -2.754 -0.739 -1.091
N -1.691 -1.635 -1.255
C -1.772 -2.863 -0.643
C -3.044 -3.397 -0.295
C -3.213 -4.525 0.478
C -2.112 -5.228 0.953
C -2.254 -6.449 1.830
C -0.871 -4.817 0.491
C -0.656 -3.722 -0.352
C 0.758 -3.491 -0.963
O 1.326 -2.298 -0.763
C 0.647 -3.861 -2.509
F -0.109 -3.003 -3.192
F 0.120 -5.095 -2.709
F 1.848 -3.866 -3.127
C 1.821 -4.539 -0.431
F 2.001 -4.398 0.901
F 1.566 -5.854 -0.645
F 3.028 -4.318 -0.980
C -3.230 0.133 -2.111
C -4.215 1.072 -1.781
C -2.584 0.133 -3.521
O -1.252 0.359 -3.517
C -2.963 -1.209 -4.293
F -4.135 -1.092 -4.988
F -2.028 -1.524 -5.195
F -3.139 -2.275 -3.509
C -3.143 1.291 -4.443
F -2.769 2.495 -3.958
F -2.607 1.195 -5.674
F -4.482 1.388 -4.645
H -6.223 2.125 0.779
H -5.487 3.218 -0.399
H -6.725 2.074 -0.918
H -4.750 0.369 1.469
H -2.934 -1.204 0.985
H -3.920 -2.871 -0.653
H -4.220 -4.859 0.722
H -3.084 -6.342 2.534
H -2.444 -7.352 1.238
H -1.341 -6.621 2.405
H -0.026 -5.404 0.819
H -4.560 1.772 -2.526
N 5.013 1.249 -2.390
C 6.010 0.631 -1.615
C 7.332 1.032 -1.731
C 8.329 0.409 -0.985
C 7.994 -0.598 -0.098
C 6.663 -0.985 0.031
C 5.672 -0.397 -0.736
S 3.998 -0.969 -0.629
N 3.158 0.333 -1.273
C 3.668 1.221 -2.012
C 2.796 2.315 -2.551
C 3.281 3.344 -3.354
C 2.394 4.296 -3.834
C 1.054 4.200 -3.512
C 0.653 3.144 -2.702
N 1.504 2.240 -2.235
H 5.324 2.037 -2.925
H 7.586 1.823 -2.431
H 9.359 0.721 -1.104
H 8.760 -1.088 0.490
H 6.387 -1.774 0.723
H 4.327 3.422 -3.620
H 2.755 5.102 -4.462
H 0.329 4.911 -3.884
H -0.386 2.999 -2.419
C -2.309 -0.152 4.403
C -1.299 0.783 3.770
O 0.010 0.534 4.298
P 1.147 -0.083 3.278
O 1.864 -1.112 4.323
C 1.145 -2.291 4.689
C 1.098 -3.314 3.573
O 2.332 1.026 3.458
C 2.090 2.307 2.866
C 2.655 2.394 1.466
H -3.316 0.089 4.052
H -2.280 -0.061 5.491
H -2.087 -1.188 4.134
H -1.548 1.822 3.992
H -1.299 0.658 2.683
H 0.136 -2.019 5.016
H 1.671 -2.693 5.554
H 2.109 -3.598 3.282
H 0.562 -4.208 3.904
H 0.599 -2.921 2.685
H 2.559 3.036 3.528
H 1.017 2.523 2.843
H 3.728 2.177 1.471
H 2.496 3.398 1.059
H 2.151 1.680 0.815
C -0.503 1.207 -0.068
C -0.933 2.226 0.454
C -1.441 3.421 1.067
C -2.768 3.504 1.505
C -3.242 4.653 2.120
C -2.409 5.750 2.309
C -1.094 5.689 1.863
C -0.616 4.541 1.245
H -3.417 2.651 1.347
H -4.273 4.695 2.456
H -2.780 6.646 2.794
H -0.436 6.540 1.997
H 0.407 4.490 0.890

Properties
HOMO, eV: -1.373
Orbital gap, eV: 5.05
DFT total energy, eV: -122550.4016
Relative energy (zero: lowest compared OMol25 entry of this formula, charge and spin), kJ/mol: 23.0
Charge: -2